ORCA calculation (wB97M-V/def2-TZVPD) on 7 unconnected molecules or ions with the total composition C37H66Cl6N5O3 in a non-equilibrium geometry.

Atoms and positions in Å:
C  -5.576  -2.554  3.743
Cl  -6.887  -2.160  2.633
Cl  -3.899  -2.232  2.996
Cl  -5.762  -4.197  4.373
H  -5.674  -1.897  4.607
C  0.362  -1.307  -0.257
Cl  0.530  -1.950  -1.939
Cl  -0.767  0.113  -0.403
Cl  1.879  -0.667  0.408
H  -0.034  -2.083  0.398
C  -7.984  -3.169  -5.121
C  -7.001  -3.934  -6.110
C  -6.399  -2.924  -7.048
C  -5.245  -2.140  -6.397
C  -4.207  -3.127  -5.870
C  -4.831  -4.209  -4.882
N  -5.967  -4.861  -5.611
O  -6.426  -6.056  -4.920
C  -3.685  -5.233  -4.707
C  -5.103  -3.563  -3.523
C  -7.990  -4.656  -7.031
H  -8.882  -2.783  -5.603
H  -7.439  -2.429  -4.536
H  -8.337  -3.892  -4.384
H  -5.990  -3.376  -7.951
H  -7.100  -2.165  -7.394
H  -5.609  -1.466  -5.621
H  -4.800  -1.514  -7.171
H  -3.345  -2.601  -5.460
H  -3.835  -3.629  -6.763
H  -3.634  -5.857  -5.599
H  -2.758  -4.659  -4.692
H  -3.694  -5.925  -3.865
H  -4.176  -3.613  -2.953
H  -5.233  -2.492  -3.678
H  -5.917  -3.922  -2.894
H  -8.611  -3.857  -7.436
H  -8.534  -5.489  -6.587
H  -7.500  -5.132  -7.880
C  2.975  0.706  5.910
C  1.831  -0.235  6.486
C  2.291  -1.719  6.050
C  1.499  -2.815  6.712
C  1.486  -2.623  8.170
C  1.095  -1.206  8.785
N  1.754  -0.156  7.938
O  1.570  1.212  8.513
C  -0.412  -1.182  8.736
C  1.552  -1.164  10.260
C  0.521  0.076  5.767
H  2.719  1.740  6.142
H  3.132  0.547  4.844
H  3.930  0.486  6.387
H  2.180  -1.928  4.986
H  3.354  -1.758  6.286
H  1.823  -3.849  6.594
H  0.454  -2.785  6.401
H  2.497  -2.885  8.483
H  0.855  -3.404  8.594
H  -0.824  -0.173  8.761
H  -0.925  -1.792  7.992
H  -0.809  -1.589  9.666
H  1.446  -2.130  10.753
H  2.621  -0.949  10.253
H  0.942  -0.407  10.752
H  0.080  1.029  6.060
H  -0.217  -0.654  6.099
H  0.504  0.172  4.681
C  1.612  5.653  0.028
C  2.218  6.492  1.230
C  3.740  6.567  0.886
C  4.506  7.540  1.819
C  3.889  8.914  1.764
C  2.416  8.911  2.042
N  1.700  7.892  1.250
O  0.234  8.005  1.444
C  2.245  8.829  3.530
C  1.865  10.396  1.626
C  1.968  5.603  2.519
H  1.988  5.954  -0.950
H  0.555  5.843  -0.162
H  1.608  4.568  0.134
H  4.251  5.618  1.048
H  3.838  6.870  -0.157
H  5.539  7.620  1.479
H  4.629  7.150  2.829
H  3.929  9.231  0.722
H  4.432  9.574  2.441
H  1.290  9.134  3.957
H  2.365  7.798  3.862
H  3.012  9.410  4.043
H  0.882  10.532  2.077
H  2.538  11.191  1.946
H  1.704  10.408  0.548
H  1.917  4.523  2.380
H  1.055  5.960  2.996
H  2.677  5.653  3.346
N  7.840  -1.151  -3.760
C  6.756  -1.032  -4.623
C  5.560  -1.322  -3.986
C  5.898  -1.692  -2.715
C  7.286  -1.560  -2.548
H  8.807  -0.950  -3.970
H  6.971  -0.673  -5.618
H  4.568  -1.254  -4.407
H  5.209  -2.021  -1.951
H  7.889  -1.763  -1.676
N  1.525  -6.119  -9.238
C  1.723  -4.918  -9.845
C  1.733  -4.005  -8.908
C  1.257  -4.578  -7.670
C  1.237  -5.893  -7.909
H  1.463  -7.009  -9.710
H  1.950  -5.041  -10.894
H  1.976  -2.978  -9.137
H  1.012  -4.116  -6.725
H  0.881  -6.729  -7.325

Summary:
* expectation value of S²: 3.77
* 2S+1: 4
* orbital gap (spin up / spin down): 0.299 / 0.278 Ha
* LUMO energy (spin up / spin down): 0.10 / -0.48 eV
* max |F|: 6.16 eV/Å